{"formula": "C10H18OSi", "method": "the ωB97M-V functional and the def2-TZVPD basis", "elements": ["C", "C", "C", "C", "C", "C", "C", "C", "C", "C", "O", "Si", "H", "H", "H", "H", "H", "H", "H", "H", "H", "H", "H", "H", "H", "H", "H", "H", "H", "H"], "xyz": [[-0.677, 0.776, 0.446], [-0.572, 2.053, 0.622], [-2.624, -0.363, -0.388], [-1.946, -1.532, -1.050], [-1.136, -1.469, 1.157], [-1.848, -0.122, 0.929], [0.298, -0.372, -0.493], [-0.581, -1.609, -0.324], [0.349, 2.936, -0.165], [3.494, 0.365, -0.710], [2.490, -1.825, 0.744], [2.039, -0.268, 0.390], [-1.057, 2.608, 1.312], [-2.558, 0.478, -1.005], [-3.620, -0.561, -0.257], [-2.544, -2.477, -0.910], [-1.821, -1.346, -2.039], [-0.351, -1.577, 1.892], [-1.937, -2.092, 1.417], [-2.347, 0.263, 1.784], [0.376, -0.289, -1.628], [0.042, -2.495, -0.477], [-0.085, 3.964, -0.113], [0.259, 2.676, -1.246], [1.430, 2.867, -0.034], [4.017, -0.501, -0.817], [3.187, 0.915, -1.560], [4.122, 1.128, -0.169], [1.784, -2.392, 0.842], [1.816, 0.263, 1.851]], "e_above_lowest_ev": 1.775, "gap_ev": 9.79, "smiles": "C/C=C1/[C@H]2CC[C@H](C2)[C@@H]1[Si@H](C)O", "lumo_ha": 0.033, "e_homo_ev": -8.908, "mol_weight_g_mol": 182.3}

{"formula": "C30H47ClN11O5P", "method": "the ωB97M-V functional and the def2-TZVPD basis", "elements": ["C", "C", "O", "C", "C", "C", "C", "C", "C", "C", "N", "C", "O", "N", "O", "C", "C", "N", "C", "C", "O", "P", "O", "Cl", "H", "H", "H", "H", "H", "H", "H", "H", "H", "H", "H", "H", "H", "H", "H", "H", "H", "H", "H", "H", "H", "H", "H", "C", "C", "N", "H", "H", "H", "C", "C", "N", "H", "H", "H", "C", "C", "N", "H", "H", "H", "C", "C", "N", "H", "H", "H", "C", "C", "N", "H", "H", "H", "C", "C", "N", "H", "H", "H", "C", "C", "N", "H", "H", "H", "C", "C", "N", "H", "H", "H"], "xyz": [[6.573, -0.208, 2.188], [6.282, -1.721, 2.439], [5.322, -1.860, 3.477], [4.598, -3.081, 3.319], [3.703, -3.389, 4.544], [2.169, -3.205, 4.277], [1.696, -4.208, 3.187], [0.238, -3.999, 2.656], [-0.038, -2.677, 1.866], [1.308, -2.141, 1.338], [2.269, -1.519, 1.239], [-0.782, -3.127, 0.553], [-0.964, -2.033, -0.376], [-2.238, -2.172, -0.967], [-2.232, -3.037, -1.758], [-0.881, -1.572, 2.605], [-2.384, -1.707, 2.261], [-3.429, -2.025, 1.902], [-0.512, -0.113, 2.085], [0.609, 0.621, 2.894], [1.434, 1.368, 2.008], [-0.804, -1.623, 4.486], [-1.954, -2.792, 4.880], [-1.715, 0.143, 5.222], [5.611, 0.324, 2.309], [6.957, -0.017, 1.172], [7.274, 0.179, 2.948], [7.254, -2.178, 2.713], [5.943, -2.206, 1.505], [5.353, -3.891, 3.240], [4.063, -3.046, 2.351], [3.983, -2.713, 5.370], [3.869, -4.429, 4.885], [1.669, -3.469, 5.234], [1.969, -2.148, 4.042], [2.434, -4.339, 2.372], [1.674, -5.200, 3.693], [-0.450, -4.190, 3.496], [0.075, -4.840, 1.947], [-0.071, -3.831, 0.068], [-1.690, -3.715, 0.760], [-1.442, 0.473, 2.251], [-0.339, -0.096, 1.001], [1.288, -0.056, 3.445], [0.174, 1.339, 3.615], [0.835, 1.802, 1.362], [-1.660, -3.264, 5.665], [1.002, 1.819, -2.204], [0.396, 2.175, -0.909], [-0.073, 2.452, 0.100], [0.350, 2.139, -3.015], [1.968, 2.311, -2.304], [1.141, 0.740, -2.258], [-2.658, 4.876, 0.063], [-2.486, 5.134, -1.380], [-2.353, 5.328, -2.503], [-3.530, 4.249, 0.225], [-1.780, 4.365, 0.456], [-2.792, 5.818, 0.593], [-4.521, 4.297, -5.353], [-5.793, 4.800, -5.908], [-6.781, 5.190, -6.339], [-4.601, 3.229, -5.156], [-3.715, 4.469, -6.065], [-4.291, 4.815, -4.423], [-5.876, 6.034, -9.522], [-4.838, 5.401, -10.360], [-4.031, 4.909, -11.008], [-5.848, 5.614, -8.518], [-5.701, 7.107, -9.464], [-6.859, 5.857, -9.954], [-2.848, -6.698, -2.912], [-2.357, -7.086, -1.573], [-1.978, -7.385, -0.533], [-3.901, -6.958, -3.008], [-2.732, -5.624, -3.051], [-2.280, -7.221, -3.679], [-1.229, 8.380, -2.828], [-0.739, 9.413, -3.763], [-0.359, 10.214, -4.489], [-1.978, 8.808, -2.164], [-1.675, 7.558, -3.384], [-0.401, 7.998, -2.233], [-5.363, 0.762, 2.463], [-4.486, 1.933, 2.262], [-3.798, 2.837, 2.105], [-4.903, -0.123, 2.024], [-5.512, 0.594, 3.529], [-6.327, 0.938, 1.989], [9.311, -4.149, 0.187], [8.016, -4.280, 0.884], [7.012, -4.382, 1.428], [10.069, -3.793, 0.883], [9.614, -5.116, -0.210], [9.217, -3.439, -0.633]], "gap_ev": 8.26, "smiles": "CCOCCCCC[C@@](C#N)(CON=O)[C@](C#N)(CCO)P(O)Cl.CC#N.CC#N.CC#N.CC#N.CC#N.CC#N.CC#N.CC#N", "lumo_ha": -0.031, "e_homo_ev": -9.097, "mol_weight_g_mol": 708.2}

{"formula": "C4H5NO2", "method": "the ωB97M-V functional and the def2-TZVPD basis", "elements": ["O", "C", "N", "C", "C", "O", "C", "H", "H", "H", "H", "H"], "xyz": [[-1.923, -0.261, 1.637], [-1.182, -0.111, 0.712], [-0.804, 1.103, 0.017], [0.697, 0.976, 0.096], [0.947, -0.501, -0.253], [0.731, -1.627, 0.619], [-0.369, -1.110, -0.103], [-1.008, 0.672, -0.938], [1.085, 1.317, 1.062], [1.129, 1.604, -0.687], [1.594, -0.758, -1.090], [-0.896, -1.306, -1.073]], "e_above_lowest_ev": 3.654, "gap_ev": 10.25, "smiles": "O=C1NC[C@H]2O[C@@H]12", "lumo_ha": 0.018, "e_homo_ev": -9.753, "mol_weight_g_mol": 99.1}